[1]
DFT (the ωB97M-V functional and the def2-TZVPD basis) results for a structure of composition C34H38As2Br4CaIN7O12.

The energy above the lowest of the compared OMol25 structures with the same formula, charge and spin comes out at 15.1 kcal/mol.

Last column: Löwdin charge in e.
Cartesian coordinates (Å):
Ca (0.892, 0.517, -1.772)  1.31
N (-2.541, 1.064, -2.725)  0.18
C (-2.320, -0.181, -3.208)  -0.46
N (-3.357, -0.860, -3.688)  0.18
C (-3.059, -2.083, -4.127)  -0.44
N (-4.058, -2.817, -4.648)  0.17
N (-1.840, -2.646, -4.105)  0.18
C (-0.899, -1.891, -3.567)  -0.29
N (-1.065, -0.650, -3.112)  0.11
C (0.450, -2.508, -3.400)  -0.21
C (0.736, -3.754, -3.932)  0.00
C (1.987, -4.298, -3.689)  -0.04
C (2.895, -3.591, -2.922)  -0.02
C (2.523, -2.348, -2.431)  -0.09
N (1.330, -1.819, -2.674)  0.05
H (-3.469, 1.425, -2.878)  0.11
H (-1.764, 1.713, -2.798)  0.06
H (-4.999, -2.478, -4.574)  0.11
H (-3.880, -3.778, -4.877)  0.11
H (-0.015, -4.273, -4.508)  0.11
H (2.245, -5.269, -4.090)  0.11
H (3.876, -3.985, -2.699)  0.11
H (3.191, -1.754, -1.819)  0.11
Br (7.998, 1.706, -1.489)  0.68
C (6.231, 1.223, -1.024)  -0.77
C (5.933, 0.767, 0.247)  -0.77
Br (7.276, 0.627, 1.569)  0.68
C (4.613, 0.402, 0.544)  -0.62
Br (4.125, -0.176, 2.286)  0.80
C (3.576, 0.459, -0.385)  -0.48
O (2.354, 0.096, -0.113)  -0.31
C (3.884, 0.977, -1.695)  -0.46
O (2.915, 1.107, -2.556)  -0.31
C (5.202, 1.326, -1.971)  -0.63
Br (5.532, 1.986, -3.718)  0.74
C (1.075, 4.189, 1.200)  -0.15
C (0.134, 4.871, 0.210)  -0.16
C (-0.408, 3.689, -0.582)  -0.20
O (0.597, 2.671, -0.531)  -0.28
C (1.666, 3.077, 0.356)  -0.18
H (0.515, 3.762, 2.032)  0.10
H (1.839, 4.856, 1.595)  0.12
H (0.690, 5.539, -0.449)  0.09
H (-0.660, 5.443, 0.688)  0.11
H (-0.604, 3.936, -1.628)  0.10
H (-1.320, 3.287, -0.126)  0.12
H (2.502, 3.429, -0.257)  0.11
H (1.977, 2.201, 0.919)  0.10
C (-4.532, 2.395, 0.957)  -0.02
O (-3.454, 1.626, 1.501)  -0.03
C (-3.551, 0.301, 1.389)  -0.58
O (-4.384, -0.288, 0.753)  0.11
C (-2.360, -0.347, 2.038)  -0.22
C (-2.427, -0.808, 3.289)  -0.23
As (-1.001, -1.589, 4.487)  1.35
C (-1.283, -3.471, 4.001)  -0.27
C (0.257, -0.893, 3.142)  -0.36
C (0.293, -1.440, 1.912)  -0.26
As (-0.892, -0.468, 0.681)  1.36
C (-1.829, -2.008, -0.143)  -0.25
C (0.755, -2.817, 1.535)  -0.50
O (0.533, -3.282, 0.444)  0.09
O (1.496, -3.565, 2.378)  -0.03
C (2.065, -3.131, 3.607)  -0.07
C (0.288, 0.618, 3.228)  -0.54
O (-0.134, 1.369, 2.387)  0.05
O (0.774, 1.135, 4.365)  -0.03
C (1.613, 0.363, 5.227)  -0.07
C (-3.727, -0.685, 4.013)  -0.51
O (-4.617, 0.086, 3.768)  0.14
O (-3.785, -1.588, 5.011)  -0.12
C (-4.985, -1.556, 5.787)  -0.03
H (-4.238, 2.769, -0.024)  0.09
H (-4.692, 3.225, 1.639)  0.10
H (-5.429, 1.787, 0.870)  0.09
H (-2.359, -3.628, 4.048)  0.03
H (-0.802, -4.100, 4.749)  0.03
H (-0.928, -3.748, 3.013)  0.02
H (-2.008, -2.810, 0.569)  0.04
H (-1.253, -2.385, -0.981)  0.00
H (-2.786, -1.599, -0.475)  0.02
H (2.799, -3.894, 3.858)  0.10
H (1.322, -3.080, 4.405)  0.06
H (2.563, -2.174, 3.482)  0.02
H (2.131, 1.089, 5.848)  0.10
H (2.345, -0.199, 4.654)  0.04
H (1.017, -0.302, 5.854)  0.05
H (-4.881, -2.350, 6.520)  0.09
H (-5.850, -1.728, 5.149)  0.10
H (-5.087, -0.591, 6.279)  0.10
N (-0.234, 3.169, -5.419)  0.19
C (0.536, 2.794, -4.383)  -0.63
O (0.049, 2.212, -3.413)  -0.10
C (1.992, 3.127, -4.482)  -0.54
I (2.362, 4.877, -3.327)  0.90
H (-1.226, 2.998, -5.382)  0.12
H (0.143, 3.709, -6.177)  0.11
H (2.307, 3.341, -5.499)  0.05
H (2.595, 2.347, -4.008)  -0.01

---

[2]
DFT (the ωB97M-V functional and the def2-TZVPD basis) results for a structure of composition C34H38B4N2O34V.

As for the net charge: -2. The spin multiplicity is 4. The energy above the lowest of the compared OMol25 structures with the same formula, charge and spin comes out at 100.9 kcal/mol.

Last column: Löwdin spin population.
Cartesian coordinates (Å):
V (-0.123, 0.008, -0.625)  2.82
O (1.764, 1.053, -0.233)  0.01
C (2.577, 1.024, 0.691)  0.01
O (2.373, 1.018, 1.991)  0.00
B (3.664, 0.804, 2.684)  0.00
O (4.649, 0.947, 1.567)  0.00
C (4.041, 1.122, 0.395)  0.00
O (4.516, 1.243, -0.707)  0.00
O (3.736, -0.457, 3.349)  0.00
C (3.925, -0.276, 4.655)  0.00
O (3.880, -1.133, 5.489)  0.00
C (4.029, 1.263, 4.932)  0.00
O (4.024, 1.800, 3.725)  0.00
O (4.236, 1.738, 6.003)  0.00
O (-3.999, -2.111, 1.713)  0.00
C (-2.931, -2.685, 1.880)  0.00
O (-2.586, -3.409, 2.877)  0.00
B (-1.112, -3.747, 2.741)  0.00
O (-0.619, -3.002, 1.532)  0.00
C (-1.665, -2.439, 0.985)  0.00
O (-1.753, -1.627, 0.070)  0.02
O (-0.351, -3.421, 3.991)  0.00
C (0.154, -4.619, 4.512)  0.00
O (0.920, -4.700, 5.403)  0.00
C (-0.106, -5.700, 3.384)  0.00
O (-0.957, -5.213, 2.572)  0.00
O (0.508, -6.745, 3.275)  0.00
O (0.557, -1.495, 7.688)  0.00
C (-0.142, -0.850, 6.951)  0.00
O (0.296, -0.018, 6.022)  0.00
B (-0.843, 0.365, 5.150)  0.00
O (-2.061, -0.001, 5.922)  0.00
C (-1.707, -0.859, 6.877)  0.00
O (-2.460, -1.525, 7.549)  0.00
O (-0.765, -0.324, 3.845)  0.00
C (-0.811, 0.491, 2.857)  0.00
O (-0.595, 0.350, 1.656)  0.01
C (-0.611, 1.905, 3.506)  0.00
O (-0.860, 1.823, 4.803)  0.00
O (-0.143, 2.855, 2.957)  0.00
O (6.450, -3.309, 2.867)  0.00
C (5.414, -3.693, 2.405)  0.00
O (4.885, -3.558, 1.214)  0.00
B (3.452, -3.827, 1.182)  0.00
O (3.211, -4.447, 2.545)  0.00
C (4.280, -4.302, 3.284)  0.00
O (4.358, -4.576, 4.456)  0.00
O (3.156, -4.675, -0.007)  0.00
C (2.390, -3.955, -0.803)  0.00
O (1.978, -4.234, -1.903)  0.00
C (2.079, -2.583, -0.214)  0.01
O (2.705, -2.569, 0.936)  0.01
O (1.246, -1.748, -0.535)  0.02
C (-1.095, 0.215, -5.245)  0.00
C (-0.803, -0.707, -4.038)  0.00
C (-0.482, -2.158, -4.482)  0.00
C (0.911, -2.430, -4.968)  0.00
C (1.946, -1.762, -4.102)  0.00
C (1.707, -0.252, -3.839)  0.00
N (0.406, -0.204, -3.203)  0.02
O (0.201, 1.044, -2.626)  0.03
C (2.836, -0.035, -2.839)  0.00
C (1.941, 0.638, -5.095)  0.00
C (-1.992, -0.767, -3.097)  0.01
H (-0.383, 0.092, -6.060)  0.00
H (-1.014, 1.258, -4.928)  0.00
H (-2.068, 0.120, -5.726)  0.00
H (-0.831, -2.834, -3.697)  0.00
H (-1.212, -2.475, -5.235)  0.00
H (0.988, -2.241, -6.043)  0.00
H (0.986, -3.518, -4.905)  0.00
H (2.956, -1.854, -4.503)  0.00
H (1.865, -2.374, -3.202)  0.00
H (2.935, 1.033, -2.620)  0.00
H (2.798, -0.465, -1.844)  0.00
H (3.814, -0.283, -3.250)  0.00
H (1.654, 0.106, -6.001)  0.00
H (1.306, 1.527, -5.074)  0.00
H (2.975, 0.975, -5.104)  0.00
H (-2.500, 0.196, -2.996)  0.00
H (-1.850, -1.160, -2.091)  0.00
H (-2.768, -1.343, -3.607)  0.00
H (0.130, 1.674, -3.352)  0.00
C (-3.208, 3.136, 1.220)  0.00
C (-3.370, 2.393, -0.195)  0.00
C (-4.569, 2.967, -0.978)  0.00
C (-4.391, 4.279, -1.738)  0.00
C (-3.090, 4.248, -2.489)  0.00
C (-1.784, 3.957, -1.618)  0.00
N (-2.103, 2.614, -0.993)  0.00
O (-0.973, 2.225, -0.198)  0.01
C (-0.619, 3.944, -2.611)  0.00
C (-1.643, 5.136, -0.644)  0.00
C (-3.703, 0.921, -0.029)  0.00
H (-2.360, 2.686, 1.742)  0.00
H (-4.012, 2.797, 1.880)  0.00
H (-3.171, 4.214, 1.352)  0.00
H (-5.169, 2.272, -1.570)  0.00
H (-5.319, 3.152, -0.201)  0.00
H (-4.366, 5.145, -1.073)  0.00
H (-5.297, 4.387, -2.336)  0.00
H (-3.025, 5.216, -2.997)  0.00
H (-3.217, 3.586, -3.351)  0.00
H (-0.710, 4.791, -3.293)  0.00
H (0.332, 3.909, -2.080)  0.00
H (-0.652, 3.171, -3.375)  0.00
H (-1.300, 6.011, -1.199)  0.00
H (-2.550, 5.587, -0.240)  0.00
H (-1.036, 4.824, 0.207)  0.00
H (-3.494, 0.387, -0.956)  0.00
H (-4.716, 0.631, 0.249)  0.00
H (-3.083, 0.491, 0.761)  0.00
H (-1.008, 2.932, 0.461)  0.00

---

Kohn-Sham gap for every record listed, in sequence, given in Eh: 0.1894 0.2775.
LUMO level for every record listed, in sequence, given in eV: -1.1 2.7.